Computed, not measured: the ion CH5ClN2P with charge +1, with ωB97M-V/def2-TZVPD.

```
10
Properties=species:S:1:pos:R:3:forces:R:3
N 0.317340 1.056400 0.682465 -0.244 0.277 0.854
C 0.302946 0.065298 -0.199975 -2.934 -0.795 -0.215
N 1.287221 -0.813962 -0.373491 0.871 2.985 2.004
P -1.625550 -0.201432 -1.102252 1.506 1.100 1.275
Cl -2.407236 -1.770101 -0.025581 0.517 0.818 -0.117
H 1.110446 1.068001 1.326729 -0.197 0.452 -0.163
H -0.519923 1.671963 0.998924 1.973 -1.820 -1.219
H 2.223441 -0.589832 0.039091 -1.129 -0.536 -0.462
H 1.291045 -1.484722 -1.084458 -0.318 -1.008 -1.178
H -1.979730 0.998387 -0.261452 -0.045 -1.473 -0.780
```
Positions in Å, forces in eV/Å.

Results
Net charge: +1
Energy in eV: -25902.549
SMILES: NC(=[NH2+])PCl
HOMO in eV: -14.50
ΔE to the lowest compared entry with this formula, charge and spin in kcal per mole: 5.8
LUMO energy in Ha: -0.162
Multiplicity: 1

Mulliken atomic charge list, values in e, 4 entries:
1 N -0.4290
2 C 0.5460
3 N -0.3307
4 P 0.1983

***

Computed, not measured: a cluster of 12 separate species, C12H48N14O12 in total, with ωB97M-V/def2-TZVPD.

```
86
Properties=species:S:1:pos:R:3:forces:R:3
N -1.374465 4.764314 1.071430 2.205 3.400 -5.062
C -1.836465 3.680314 1.620430 2.146 -7.348 -1.576
N -2.382465 3.862314 2.755430 -3.098 -0.922 4.502
O -1.569465 2.374314 1.213430 -1.073 6.069 0.862
H -0.999465 4.617314 0.082430 -0.807 0.395 2.078
H -1.582465 5.786314 1.286430 0.043 -2.446 -0.067
H -2.807465 3.043314 3.259430 0.805 1.355 -0.815
H -2.519465 4.799314 3.114430 -0.143 -0.464 0.087
N -2.141465 -2.295686 -2.983570 -3.890 -4.184 2.247
C -1.431465 -1.886686 -3.979570 -4.685 3.129 -8.652
N -0.201465 -1.733686 -3.724570 7.063 1.510 -0.688
O -2.041465 -1.488686 -5.241570 3.440 -2.225 6.528
H -2.999465 -2.795686 -3.345570 1.020 1.100 0.734
H -1.660465 -2.903686 -2.250570 -0.529 0.809 -0.647
H 0.360535 -1.266686 -4.490570 -1.047 -0.964 1.377
H 0.323535 -1.972686 -2.823570 -1.364 0.401 -1.649
N 3.616535 -1.326686 -1.265570 -0.065 2.345 -3.917
C 4.118535 -2.046686 -0.288570 0.450 1.673 5.901
N 4.070535 -3.306686 -0.716570 0.630 -4.687 1.193
O 4.376535 -1.591686 0.938430 -0.917 -2.583 -5.848
H 3.324535 -0.402686 -1.015570 0.270 1.167 -0.317
H 3.926535 -1.536686 -2.274570 -0.764 0.766 2.407
H 4.109535 -4.013686 0.052430 0.213 0.671 -1.384
H 3.606535 -3.585686 -1.621570 1.025 0.638 1.929
N -3.139465 -0.764686 -0.864570 1.245 -0.081 -2.162
C -3.744465 -1.233686 0.190430 -5.224 0.950 4.461
N -3.408465 -2.485686 0.471430 2.174 -3.498 -0.476
O -4.636465 -0.537686 0.897430 3.733 -2.687 -2.660
H -3.298465 0.192314 -0.884570 -0.341 2.362 -1.264
H -2.721465 -1.313686 -1.663570 -0.793 0.918 1.163
H -3.679465 -3.061686 1.249430 -0.705 0.819 0.218
H -2.591465 -2.969686 -0.017570 -1.399 1.383 0.756
N 4.134535 2.959314 0.131430 4.499 1.526 0.400
C 3.019535 2.542314 -0.399570 -1.410 -5.478 -3.747
N 1.992535 3.329314 -0.209570 0.735 4.365 1.617
O 2.843535 1.398314 -0.993570 1.228 3.450 1.680
H 5.093535 2.660314 -0.100570 -1.302 -0.408 -0.200
H 4.171535 3.831314 0.632430 -0.275 0.172 -0.064
H 1.173535 3.064314 -0.652570 -2.021 -0.305 -1.185
H 2.207535 4.338314 0.095430 -1.119 -2.319 -0.880
N 3.762535 1.444314 2.345430 5.390 -0.980 -1.316
C 2.699535 1.646314 3.038430 -1.957 -4.146 8.058
N 1.667535 2.126314 2.377430 -3.916 1.849 -1.286
O 2.595535 1.144314 4.345430 0.256 2.753 -6.289
H 4.569535 0.847314 2.685430 -1.912 1.237 -0.158
H 3.961535 2.008314 1.514430 -0.293 -1.067 0.983
H 0.711535 2.041314 2.768430 1.313 0.083 0.070
H 1.611535 2.481314 1.384430 0.650 -0.981 2.030
N 1.037535 -2.670686 -1.238570 -0.263 2.204 0.276
C 0.341535 -3.781686 -1.244570 -7.653 3.549 4.413
N 0.826535 -4.889686 -1.570570 4.386 -4.960 -3.388
O -0.967465 -3.656686 -0.764570 5.213 -1.303 -2.702
H 0.478535 -1.964686 -0.739570 0.110 0.050 0.192
H 2.028535 -2.480686 -1.260570 0.076 -0.364 -0.047
H 0.234535 -5.717686 -1.650570 0.315 0.584 0.095
H 1.782535 -4.892686 -2.115570 -2.813 -0.301 1.610
C -0.365465 1.685314 -3.616570 1.051 -0.173 -0.401
O 0.747535 2.132314 -2.878570 1.037 1.040 0.651
H -1.218465 2.212314 -3.202570 -0.308 -0.163 -0.518
H -0.370465 0.636314 -3.439570 -1.133 -0.900 0.069
H -0.152465 1.795314 -4.692570 -0.727 0.430 0.196
H 1.491535 1.531314 -3.001570 -0.121 0.172 0.223
C -4.740465 2.215314 -0.079570 0.417 3.468 0.702
O -3.521465 2.142314 -0.783570 -1.687 -0.421 -2.170
H -4.604465 2.131314 0.972430 0.388 -0.430 0.953
H -5.476465 1.523314 -0.321570 -0.905 -1.434 -0.966
H -5.160465 3.263314 -0.183570 0.222 -0.931 -0.306
H -2.795465 2.103314 -0.205570 1.604 0.082 1.887
C -2.111465 -1.040686 3.066430 2.735 0.268 -0.365
O -1.961465 -0.708686 4.416430 -2.819 -0.167 0.715
H -3.006465 -1.514686 2.827430 -2.069 0.018 0.196
H -1.393465 -1.817686 2.827430 0.568 -0.080 -0.294
H -1.888465 -0.175686 2.429430 -0.433 -0.192 -0.105
H -1.085465 -0.491686 4.622430 2.053 0.262 0.118
C -0.098465 0.263314 -0.396570 0.161 -0.857 0.379
O -0.735465 -0.819686 0.233430 1.864 -0.540 0.546
H 0.364535 -0.054686 -1.315570 0.663 -0.086 -0.503
H 0.618535 0.707314 0.273430 0.337 0.165 0.118
H -0.832465 0.951314 -0.668570 -0.979 1.588 -0.448
H -1.663465 -0.732686 0.040430 -0.725 -0.147 -0.223
C 1.582535 -1.820686 2.437430 -1.504 2.828 2.821
O 0.962535 -2.307686 3.616430 -0.137 -0.212 -0.561
H 1.562535 -2.405686 1.646430 -0.283 -3.834 -3.572
H 2.565535 -1.597686 2.629430 2.345 1.007 0.426
H 1.019535 -0.997686 2.066430 -0.269 1.246 0.169
H 1.223535 -3.215686 3.551430 -0.204 -0.990 0.848
```
Positions in Å, forces in eV/Å.

Results
Net charge: 0
Energy in eV: -58649.954
SMILES: NC(N)=O.NC(N)=O.NC(N)=O.NC(N)=O.NC(N)=O.NC(N)=O.NC(N)=O.CO.CO.CO.CO.CO
HOMO in eV: -8.26
ΔE to the lowest compared entry with this formula, charge and spin in kcal per mole: 250.1
LUMO energy in Ha: -0.023
Multiplicity: 1

Mulliken atomic charge list, values in e, 4 entries:
1 N -0.4236
2 C 0.2517
3 N -0.3546
4 O -0.2965

***

Computed, not measured: a structure of composition C43H47BBr4MoN3O5SeSi, with ωB97M-V/def2-TZVPD.

```
106
Properties=species:S:1:pos:R:3:forces:R:3
Mo 2.267990 1.556567 0.651238 0.620 -0.916 -0.443
Br 7.767931 -0.140713 4.645443 0.034 -0.016 0.038
C 6.073584 0.360743 4.029401 -0.175 0.044 0.095
C 5.044532 0.670623 4.958908 0.245 -0.089 -0.136
Br 5.347737 0.537904 6.803772 0.022 0.007 0.009
C 3.803070 1.072542 4.501820 -0.094 0.032 0.273
Br 2.357281 1.534417 5.600053 0.030 0.002 0.056
C 3.604469 1.129383 3.136457 -0.466 0.071 -0.507
O 2.505895 1.569879 2.511661 0.068 0.325 0.823
C 4.582289 0.787835 2.213229 -0.057 -0.107 -0.565
O 4.208892 0.921416 0.945784 -0.154 0.174 0.367
C 5.846546 0.422690 2.659797 0.166 -0.093 0.061
Br 7.142438 0.063409 1.357111 0.031 -0.045 0.036
C 1.412159 5.202735 2.431427 -0.278 0.106 0.570
Si 1.830074 4.908556 0.684850 0.363 -0.484 -0.052
C 3.629906 5.066671 0.369590 0.456 0.165 -0.127
C 0.811508 5.810717 -0.518106 -0.474 0.234 -0.423
O 1.608998 3.195421 0.432171 -0.185 0.787 -0.267
H 1.453411 6.277905 2.643169 -0.007 -0.134 0.015
H 2.127721 4.701015 3.086975 -0.058 0.013 0.028
H 0.408571 4.846866 2.680362 0.059 0.050 0.024
H 3.976113 6.105901 0.405625 -0.048 -0.138 0.008
H 3.880697 4.662443 -0.615484 0.040 0.042 0.045
H 4.187326 4.502682 1.123389 0.049 0.026 -0.042
H 0.977863 6.886622 -0.385582 -0.041 -0.120 -0.045
H -0.256311 5.615765 -0.381977 0.079 0.046 -0.055
H 1.089249 5.549628 -1.543038 -0.061 0.048 0.062
C 2.849535 -4.638026 -0.764543 -0.075 -0.064 -0.040
C 1.424291 -4.697862 -1.321487 0.210 0.005 -0.005
C 1.189198 -3.739766 -2.487918 -0.027 0.004 0.152
C 1.208704 -2.265673 -2.091239 -0.217 0.084 0.141
N 0.251585 -1.968613 -1.006821 0.088 -0.273 -0.254
C 0.559759 -1.635445 0.254949 -0.196 0.143 -0.104
Se 2.265442 -1.129134 0.885980 -0.167 0.297 -0.268
N -0.561169 -1.634081 0.989504 -0.209 -0.287 0.482
C -0.616287 -1.404932 2.448811 0.133 -0.366 -0.022
C -0.177951 -2.636007 3.235981 -0.138 -0.062 -0.125
C -1.198585 -3.774982 3.243557 -0.048 0.097 0.072
C -2.450544 -3.457600 4.062313 0.009 0.002 -0.041
C -1.635873 -2.008543 0.182527 0.139 0.133 0.404
C -2.986842 -2.174386 0.463829 -0.094 -0.057 0.111
C -3.793229 -2.551177 -0.589289 -0.002 0.004 -0.097
C -3.280136 -2.719666 -1.888377 -0.020 0.022 0.030
C -1.938262 -2.539525 -2.161097 -0.077 -0.049 -0.140
C -1.123523 -2.202363 -1.085769 0.406 0.069 -0.243
H 3.016261 -5.428934 -0.030457 -0.025 0.061 -0.035
H 3.062571 -3.686793 -0.272907 0.002 -0.003 -0.038
H 3.583115 -4.773162 -1.565596 -0.058 0.005 0.059
H 0.700602 -4.496386 -0.523482 -0.006 -0.050 -0.023
H 1.216639 -5.710119 -1.671512 -0.010 -0.011 0.025
H 0.244908 -3.981630 -2.977773 0.025 -0.003 -0.010
H 1.977177 -3.874532 -3.234593 -0.047 0.004 -0.025
H 0.962767 -1.628049 -2.939113 -0.023 0.070 -0.036
H 2.188000 -1.974365 -1.724861 0.068 0.101 0.058
H -1.641579 -1.120285 2.680954 0.008 0.034 -0.012
H 0.021962 -0.555117 2.672491 -0.004 -0.189 0.047
H 0.025113 -2.316500 4.261941 0.008 -0.009 -0.015
H 0.769716 -2.984277 2.817654 0.041 0.022 0.068
H -0.719427 -4.662562 3.659610 0.007 -0.011 -0.021
H -1.478753 -4.028017 2.215137 0.022 -0.052 0.024
H -2.181775 -3.099244 5.059932 -0.017 -0.041 -0.052
H -3.073899 -4.344579 4.184210 0.018 0.044 -0.021
H -3.074148 -2.690184 3.593482 0.061 -0.019 0.053
H -3.392289 -2.022329 1.458563 0.055 0.003 -0.126
H -4.848373 -2.715073 -0.414255 0.013 0.017 -0.020
H -3.951809 -2.997550 -2.692851 0.049 0.028 0.082
H -1.545728 -2.656378 -3.164380 -0.047 0.002 0.106
N 3.395197 -1.044518 -8.965818 -0.008 0.077 0.232
C 3.341952 -0.683605 -7.875045 0.011 0.082 0.179
C 3.258803 -0.239462 -6.496018 -0.003 -0.152 -0.404
C 2.473389 0.863034 -6.171887 -0.057 0.084 0.007
C 2.359577 1.260692 -4.852452 -0.018 0.034 -0.043
C 3.028698 0.554541 -3.850377 -0.030 0.004 0.232
C 3.830266 -0.539491 -4.185986 0.080 -0.076 0.020
C 3.947023 -0.934081 -5.505254 0.057 -0.068 0.040
C 2.865230 0.914380 -2.473989 0.000 0.002 -0.602
C 2.662141 1.187888 -1.307958 0.237 -0.039 0.319
H 1.955773 1.399585 -6.955619 -0.001 -0.009 0.026
H 1.750028 2.114180 -4.586769 0.006 -0.024 -0.014
H 4.361737 -1.069848 -3.404261 -0.032 0.024 -0.052
H 4.566075 -1.779017 -5.775359 -0.014 0.010 0.015
C -5.666218 1.025905 -1.884137 0.048 -0.042 -0.059
C -5.756675 1.306278 -0.384984 0.059 -0.017 0.120
C -6.389862 2.690726 -0.184599 0.020 0.084 -0.019
C -6.667382 0.248903 0.256904 -0.048 0.034 0.016
C -4.375863 1.282795 0.288534 -0.047 -0.020 -0.055
C -4.285016 1.504219 1.669874 0.065 -0.057 0.111
C -3.068856 1.548990 2.352656 -0.280 0.096 0.050
C -1.937421 1.378920 1.591852 0.235 0.044 0.314
O -0.605678 1.422054 1.989890 -0.128 0.333 -0.380
B 0.105532 1.223866 0.817801 -0.285 -0.274 0.404
O -0.719295 1.009357 -0.271532 -0.088 0.224 0.096
C -2.008322 1.140687 0.243340 0.144 -0.033 -0.362
C -3.199340 1.077158 -0.440712 -0.163 0.124 -0.156
H -6.668758 1.045432 -2.316772 0.056 -0.002 0.015
H -5.235167 0.039204 -2.084617 -0.028 0.072 0.007
H -5.066681 1.780048 -2.403457 -0.055 -0.062 0.041
H -7.355160 2.738978 -0.696763 0.070 -0.008 0.044
H -5.746328 3.475864 -0.591247 -0.055 -0.043 0.017
H -6.561281 2.906756 0.872515 0.022 -0.009 -0.066
H -7.643822 0.244524 -0.237785 0.097 0.011 0.056
H -6.832893 0.446008 1.319231 0.016 -0.020 -0.091
H -6.233616 -0.746815 0.161248 0.013 -0.053 -0.010
H -5.194239 1.658447 2.241590 0.092 -0.005 -0.064
H -3.018483 1.745722 3.417914 -0.001 -0.038 -0.101
H -3.202193 0.905895 -1.511141 -0.003 -0.018 0.129
```
Positions in Å, forces in eV/Å.

Results
Net charge: +1
Energy in eV: -415985.995
HOMO (alpha / beta) in eV: -10.71 / -10.71
ΔE to the lowest compared entry with this formula, charge and spin in kcal per mole: 26.5
LUMO energy (alpha / beta) in Ha: -0.185 / -0.185
Multiplicity: 1

Mulliken atomic charge list, values in e, 4 entries:
1 Mo -0.1166
2 Br -0.1240
3 C 0.2660
4 C 0.3640

***

Computed, not measured: a structure of composition C5H14N2O2, with ωB97M-V/def2-TZVPD.

```
23
Properties=species:S:1:pos:R:3:forces:R:3
C 1.309666 0.379749 -0.280903 1.477 -1.343 2.358
C -0.915574 -0.916232 -2.511747 -0.118 0.132 0.836
C -1.981430 0.412948 -0.722974 0.270 -0.643 0.131
C 1.787390 1.690144 0.302857 0.070 -0.202 0.188
N -1.051177 -0.620578 -1.104202 -0.638 -0.454 -0.217
H 2.104352 -0.334889 -0.460510 0.536 0.225 -0.092
H 0.904226 0.601065 -1.262861 -1.371 -0.615 0.541
H -1.895891 -1.110843 -2.959172 0.024 -0.118 -0.175
H -0.272233 -1.782952 -2.646402 -0.021 -0.031 -0.094
H -1.653974 1.397589 -1.068866 0.039 0.190 -0.037
H -0.475896 -0.065331 -3.051313 0.079 0.012 -0.081
H -2.092010 0.439959 0.359829 0.116 0.063 -0.016
H -2.970326 0.217145 -1.141273 -0.212 0.087 -0.127
H 2.370443 1.534269 1.206619 0.053 0.150 0.112
H 2.417928 2.196658 -0.434292 -0.062 0.026 0.049
H 0.932843 2.330369 0.523861 0.082 0.062 0.060
N -0.220171 -0.601081 3.430831 0.280 -0.101 -0.670
C 0.897873 -0.649566 1.297974 0.703 1.884 -0.533
O -0.208207 -0.291392 1.996603 -0.118 0.019 -0.416
O 1.807672 -1.257687 1.808702 -0.711 0.260 -0.969
H 0.706355 -0.999921 3.607823 -0.140 -0.014 -0.067
H -0.890492 -1.368604 3.512516 0.181 0.122 -0.174
H -0.611366 -1.200818 -0.403100 -0.519 0.288 -0.608
```
Positions in Å, forces in eV/Å.

Results
Net charge: 0
Energy in eV: -12483.132
HOMO in eV: -7.97
ΔE to the lowest compared entry with this formula, charge and spin in kcal per mole: 119.8
LUMO energy in Ha: 0.029
Multiplicity: 1

Mulliken atomic charge list, values in e, 4 entries:
1 C -0.0070
2 C -1.0145
3 C -0.9284
4 C -1.2097

***

Question: Which value of energy does entry 2 give?
Answer: -58649.954 eV